This record from the OMol25 dataset describes a structure of composition C14H20BFeN3. The level of theory is ωB97M-V/def2-TZVPD.

Summary:
LUMO level (alpha / beta)   -1.1 / -1.2 eV
DFT total energy   -54374.367 eV
HOMO-LUMO gap (alpha / beta)   6.322 / 6.959 eV
2S+1   5

Positions of all 39 atoms, in Å:
Fe -0.98251 0.44820 0.07878
N 0.24624 -1.35225 -0.34074
N -0.43210 0.46948 1.97524
N 0.94777 1.15629 -1.12203
C 1.43230 -1.20253 -1.01025
C 2.41380 2.74735 -2.20603
C 0.86911 -3.64753 0.16468
C 3.23213 1.70334 -2.64486
C 1.26998 2.42016 -1.45612
C -0.21582 0.20824 3.09745
C 2.92600 0.39517 -2.28138
C 0.01825 -2.53532 0.28887
C -3.78383 0.61337 -0.50186
C -1.62174 2.38423 0.07077
C 1.78067 0.14241 -1.48393
C 2.02608 -3.52799 -0.61424
C 2.29377 -2.29580 -1.21405
C -3.15287 -0.49295 0.34989
B 0.03708 -0.15854 4.56195
H 3.16220 -2.15506 -1.86324
H 4.09657 1.86970 -3.29147
H -0.66078 2.83560 0.36599
H 3.48523 -0.45723 -2.67891
H -2.35127 2.59827 0.86939
H 0.59228 3.20424 -1.10903
H -0.87044 -2.59349 0.92992
H -4.78450 0.30948 -0.85200
H 2.62665 3.78817 -2.44677
H -3.18863 0.83827 -1.39258
H -1.95805 2.79179 -0.90306
H 0.04325 -1.37701 4.65631
H 2.71217 -4.36298 -0.76900
H 0.62800 -4.57522 0.69261
H -0.87757 0.29703 5.22595
H -2.80245 -1.35904 -0.23179
H -2.39155 -0.12112 1.08519
H 1.09749 0.31885 4.91858
H -3.90125 1.53415 0.08446
H -3.96168 -0.85974 0.99730

Löwdin population analysis, charges in e, atoms 1 to 8: 0.61 0.05 0.04 0.08 -0.18 -0.03 -0.04 -0.05